Here is one molecule with the formula C3H6N2O2 from OMol25. Energies are from ωB97M-V/def2-TZVPD.

Element x y z (Å)
H: 0.7640 -0.2616 -2.0889
N: 1.1529 -0.0464 -1.1713
C: 0.3298 -0.2815 -0.2386
N: 0.6317 -0.1421 1.1140
C: 1.8307 0.1554 1.7185
O: 1.9106 0.2311 2.9240
O: -0.9591 -0.7127 -0.3364
C: -1.8619 0.1127 -1.0614
H: -0.1090 -0.3003 1.7885
H: 2.6642 0.3111 1.0219
H: -2.8402 -0.1783 -0.6849
H: -1.8002 -0.0655 -2.1422
H: -1.7134 1.1781 -0.8432

Computed properties:
LUMO energy = 0.7 eV
Spin multiplicity = 1
SMILES string = [H]/N=C(/NC=O)OC
Orbital gap = 0.396 hartree
Molar mass = 102.1 g mol⁻¹
E_HOMO = -10.08 eV

***

Here is one molecule with the formula C3H6N2O2 in a non-equilibrium geometry from OMol25. Energies are from ωB97M-V/def2-TZVPD.

Element x y z (Å)
N: 0.8914 1.0986 0.6329
C: 1.2895 -0.0392 -0.0948
O: 2.5045 -0.1543 -0.4204
N: 0.2695 -0.8982 -0.2248
C: -0.9436 -0.9064 0.4611
C: -2.0310 -0.1425 -0.0566
O: -1.8952 0.9581 -0.6288
H: 1.6682 1.7270 0.8596
H: -0.0944 1.5324 0.4662
H: 0.6439 -1.7969 -0.3601
H: -1.2394 -2.0056 0.9485
H: -0.7615 -0.2308 1.5015
H: -3.1071 -0.5310 0.2635

Computed properties:
LUMO energy = 0.2 eV
Spin multiplicity = 1
SMILES string = NC(=O)NCC=O
Orbital gap = 0.367 hartree
Molar mass = 102.1 g mol⁻¹
E_HOMO = -9.77 eV

***

Here is one molecule with the formula C3H6N2O2 in a non-equilibrium geometry from OMol25. Energies are from ωB97M-V/def2-TZVPD.

Element x y z (Å)
C: -1.1567 -1.6902 -0.1100
C: -0.9691 -0.3851 -0.2582
C: 0.0130 0.4762 0.4060
N: -0.0364 1.8470 0.0863
N: 1.4302 -0.1413 0.1578
O: 1.6315 -1.3228 0.4197
O: 2.2347 0.6150 -0.2671
H: -1.8083 -2.1634 -0.7933
H: -0.5563 -2.1087 0.6620
H: -1.3626 0.1257 -1.0326
H: 0.0471 0.2865 1.4499
H: -0.2710 1.9944 -0.8884
H: 0.8039 2.4667 0.1679

Computed properties:
LUMO energy = 0.5 eV
Spin multiplicity = 1
SMILES string = C=C[C@H](N)[N+](=O)[O-]
Orbital gap = 0.390 hartree
Molar mass = 102.1 g mol⁻¹
E_HOMO = -10.12 eV

***

Here is one molecule with the formula C3H6N2O2 from OMol25. Energies are from ωB97M-V/def2-TZVPD.

Element x y z (Å)
H: -1.2466 2.1317 -1.3836
N: -0.8915 1.4215 -0.7497
C: -1.3323 0.2768 -1.0754
O: -1.0549 -0.8475 -0.4169
C: -0.3994 -0.7592 0.8544
C: 1.1308 -0.7269 0.7978
N: 1.6728 0.2079 -0.0225
O: 1.7813 -1.4976 1.4815
H: -1.9844 0.0508 -1.9233
H: -0.7680 0.1225 1.3911
H: -0.6745 -1.6692 1.3866
H: 2.6746 0.3223 0.0222
H: 1.0921 0.9669 -0.3621

Computed properties:
LUMO energy = 0.8 eV
Spin multiplicity = 1
SMILES string = [H]/N=C/OCC(N)=O
Orbital gap = 0.390 hartree
Molar mass = 102.1 g mol⁻¹
E_HOMO = -9.80 eV